# 1
155
Properties=species:S:1:pos:R:3:forces:R:3:lowdin_charge:R:1 method="wB97M-V/def2-TZVPD" total_charge=0 homo_energy_ev=-7.108 lumo_energy_ev=0.301 total_energy_ha=-4999.69689 gap_ev=7.409 molar_mass_g_mol=1180.97 max_force_ev_per_a=0.28
Tl -0.626998 0.911534 0.543319 0.12 0.01 0.17 0.5966
C -3.260516 4.128710 2.030377 0.17 -0.12 0.05 -0.5010
C -4.120802 2.872759 1.933497 0.11 -0.01 -0.25 -0.5262
S -3.947665 1.865360 0.445222 -0.06 -0.03 0.00 0.7753
C -4.445230 2.987442 -0.888408 0.16 -0.12 0.15 -0.5092
C -3.391857 3.971058 -1.415948 0.18 -0.12 0.02 -0.4969
S -1.728526 3.244108 -1.567674 -0.02 0.10 -0.01 0.7837
C -0.676442 4.524455 -0.832640 -0.15 -0.13 -0.09 -0.5333
C -1.057881 5.069260 0.540074 0.03 -0.17 0.16 -0.5049
S -1.458549 3.856371 1.848182 -0.17 0.14 -0.14 0.8107
H -3.563429 4.858707 1.283179 -0.05 0.01 0.04 0.0561
H -3.414109 4.577436 3.012819 -0.08 0.02 -0.01 0.0726
H -3.860659 2.169927 2.723422 -0.03 -0.01 0.18 0.0521
H -5.172525 3.143962 2.046723 0.01 0.03 0.12 0.0813
H -4.744316 2.306144 -1.686389 -0.03 0.05 -0.03 0.0611
H -5.336317 3.525961 -0.561177 -0.06 0.02 -0.11 0.0819
H -3.318485 4.849562 -0.778962 -0.05 -0.02 -0.03 0.0499
H -3.692298 4.304843 -2.408730 -0.10 0.09 0.02 0.0728
H 0.289218 4.018901 -0.804381 0.09 0.08 0.00 -0.0150
H -0.597694 5.364833 -1.525711 0.07 0.01 0.01 0.0838
H -0.210484 5.644979 0.914679 -0.02 0.07 -0.04 0.0713
H -1.905009 5.750770 0.478963 0.06 0.08 0.01 0.0605
C -2.788237 -0.154863 7.087654 0.08 0.01 -0.01 -0.0677
C -2.011755 0.486064 5.934006 -0.15 -0.04 0.00 -0.3790
C -2.563728 1.875813 5.623518 -0.01 -0.03 -0.04 -0.0611
C -1.996058 -0.412785 4.713175 -0.01 0.00 -0.01 -0.1834
C -0.795228 -0.799994 4.153057 0.04 0.09 0.00 0.0007
C -0.690967 -1.696744 3.089514 0.02 -0.01 0.00 -0.1431
C 0.750801 -2.156474 2.857184 -0.03 -0.14 -0.08 -0.3540
C 1.218750 -2.420359 1.434442 -0.05 0.03 0.07 -0.0531
C 1.056278 -3.370659 3.749424 0.00 0.06 -0.01 -0.0459
C -1.872702 -2.209318 2.512441 -0.07 0.23 -0.13 -0.0776
C -3.109214 -1.864426 3.110341 0.07 0.00 -0.09 -0.1177
C -3.149874 -0.960264 4.168555 0.01 0.02 0.00 0.0150
C -4.407852 -2.583461 2.776656 0.03 0.02 0.09 -0.3709
C -5.602257 -1.639449 2.616645 0.08 0.01 -0.02 -0.0710
C -4.727118 -3.615735 3.867140 0.03 -0.01 -0.07 -0.0473
C -1.812011 -3.316361 1.476219 -0.10 -0.25 0.10 -0.1704
C -1.670310 -4.572307 2.086111 -0.04 0.05 -0.01 -0.0575
C -1.533734 -5.750034 1.377614 0.00 -0.01 0.02 -0.0653
C -1.515475 -5.697744 -0.003476 0.07 -0.07 -0.04 -0.0697
C -1.690027 -4.478030 -0.629868 0.05 0.07 0.05 -0.1111
C -1.869669 -3.270018 0.057486 -0.10 0.00 0.02 -0.2737
P -2.220509 -1.748771 -0.976109 -0.11 -0.23 -0.02 1.1349
C -3.932818 -2.137305 -1.729334 0.05 0.11 0.14 -0.6782
C -4.937780 -1.904458 -0.599523 0.05 0.03 -0.01 -0.1199
C -4.208546 -3.531746 -2.292253 0.03 0.04 -0.05 -0.0866
C -4.202151 -1.076695 -2.804054 0.02 -0.01 0.00 -0.1002
C -0.984992 -1.755532 -2.435370 -0.06 0.03 0.17 -0.6587
C -1.041669 -0.335872 -3.031753 -0.01 0.03 -0.03 -0.1163
C 0.415285 -1.925313 -1.846300 -0.03 -0.03 0.01 -0.1022
C -1.140179 -2.754849 -3.583082 0.02 0.05 -0.05 -0.0796
H -2.653969 0.421288 8.005440 -0.03 0.00 -0.01 0.0770
H -2.446476 -1.175274 7.268788 -0.02 0.02 0.02 0.0832
H -3.858083 -0.187727 6.869022 0.01 -0.02 0.00 0.0739
H -0.973779 0.610151 6.253723 0.04 -0.04 -0.02 0.1299
H -3.618892 1.811983 5.341784 0.02 0.03 -0.03 0.0776
H -2.005761 2.330923 4.805000 0.00 0.08 -0.06 0.0708
H -2.485797 2.525374 6.498619 -0.03 -0.01 -0.03 0.0801
H 0.122695 -0.418754 4.589752 -0.01 0.02 -0.04 0.1186
H 1.363841 -1.329603 3.226738 -0.02 0.02 0.02 0.1050
H 0.638416 -3.200564 0.945913 0.04 -0.01 -0.04 0.0682
H 2.261694 -2.745588 1.458558 0.01 0.04 -0.03 0.0805
H 1.170082 -1.509961 0.836876 0.02 -0.03 -0.07 0.0449
H 0.609561 -4.276941 3.337500 0.03 0.02 0.03 0.0653
H 0.671506 -3.222821 4.760437 0.02 -0.02 -0.01 0.0828
H 2.136290 -3.526596 3.810874 -0.02 -0.02 -0.02 0.0801
H -4.110718 -0.730423 4.619968 0.05 -0.01 -0.04 0.1132
H -4.263165 -3.130119 1.847840 0.02 -0.02 0.00 0.0982
H -5.906855 -1.225811 3.581446 -0.01 -0.02 -0.04 0.0739
H -6.457496 -2.182060 2.207458 0.01 0.02 0.02 0.0857
H -5.370874 -0.810433 1.949415 -0.02 0.04 0.01 0.0566
H -4.869920 -3.121294 4.830974 0.00 -0.01 -0.01 0.0805
H -3.924967 -4.345147 3.977767 0.03 -0.01 0.00 0.0691
H -5.643944 -4.155959 3.618737 0.01 0.01 0.02 0.0820
H -1.663833 -4.607941 3.168261 0.00 0.02 0.01 0.1160
H -1.436513 -6.693567 1.900180 0.03 0.02 0.01 0.1070
H -1.375308 -6.597156 -0.590360 -0.02 0.02 -0.01 0.1061
H -1.677582 -4.459828 -1.706386 -0.10 0.00 -0.03 0.0722
H -4.859015 -2.686936 0.154277 -0.02 0.07 -0.07 0.0587
H -5.957188 -1.928712 -0.999884 0.03 -0.02 0.00 0.0942
H -4.779759 -0.935374 -0.124422 -0.02 -0.02 0.01 0.0333
H -4.154370 -4.290338 -1.512482 0.02 -0.03 0.01 0.0742
H -3.538488 -3.816809 -3.101262 0.00 -0.01 0.02 0.0611
H -5.229307 -3.543662 -2.690591 0.02 -0.01 0.01 0.0882
H -3.932094 -0.078936 -2.444462 -0.04 -0.01 -0.04 0.0676
H -5.268377 -1.074734 -3.051513 0.01 -0.01 0.03 0.0876
H -3.652082 -1.268010 -3.724329 -0.02 0.01 0.02 0.0624
H -1.081869 0.433369 -2.260500 0.01 0.03 0.00 -0.0038
H -1.889739 -0.189479 -3.701272 0.05 -0.02 0.03 0.0709
H -0.124742 -0.153746 -3.595393 0.01 -0.01 0.02 0.0599
H 0.641060 -1.133779 -1.131636 0.06 -0.02 0.02 0.0191
H 1.146546 -1.820910 -2.650338 0.06 0.01 -0.03 0.0808
H 0.548380 -2.898481 -1.370915 0.02 0.02 0.02 0.0766
H -2.113895 -2.700952 -4.066385 0.00 0.00 0.00 0.0596
H -0.951884 -3.783199 -3.277925 0.00 0.00 -0.06 0.0675
H -0.389237 -2.508828 -4.341813 -0.01 -0.01 0.02 0.0835
C 3.598459 0.669560 1.827875 -0.15 0.02 -0.03 -0.1717
P 2.548330 1.920381 2.578209 0.17 0.10 0.08 0.5264
C 3.088848 2.035780 4.303233 -0.07 -0.02 -0.11 -0.1727
C 2.984350 3.507127 1.842685 -0.06 -0.10 0.02 -0.1783
O 1.086452 1.617120 2.492080 -0.13 -0.12 0.04 -0.5211
H 4.654466 0.938110 1.898452 -0.02 -0.01 -0.01 0.0639
H 3.309083 0.557890 0.778965 0.08 0.01 -0.01 0.0118
H 3.421998 -0.278119 2.342918 0.05 0.02 0.00 0.0492
H 4.140691 2.316453 4.375373 -0.02 -0.01 0.01 0.0523
H 2.934847 1.068642 4.784320 0.02 0.02 0.01 0.0484
H 2.471098 2.780105 4.807369 0.04 0.00 0.01 0.0528
H 4.057104 3.692776 1.917733 -0.04 0.04 0.00 0.0546
H 2.431725 4.294520 2.358336 0.02 -0.01 0.02 0.0559
H 2.683637 3.474006 0.792414 0.02 0.01 0.04 -0.0056
C 1.724849 -0.371120 -5.904181 -0.02 0.01 0.05 -0.0298
C 2.507010 0.707933 -5.161849 -0.15 0.10 -0.09 -0.6376
C 3.902403 0.820055 -5.779647 -0.02 -0.02 0.19 -0.0242
C 1.772496 2.045065 -5.253365 0.06 -0.06 0.14 -0.0202
O 2.564598 0.286115 -3.796930 0.20 -0.15 -0.10 -0.1613
Si 3.105459 0.989121 -2.406869 -0.10 0.07 0.19 -0.1433
S 1.667519 1.855488 -1.203933 -0.05 0.02 -0.09 0.2994
O 3.774616 -0.230979 -1.513830 0.03 -0.12 -0.11 -0.1740
C 4.802849 -1.192408 -1.759962 0.17 -0.02 0.00 -0.6333
C 4.767930 -2.140557 -0.566859 -0.05 0.04 0.03 -0.0290
C 6.155530 -0.486026 -1.833049 -0.07 0.04 0.01 -0.0261
C 4.569967 -1.990854 -3.043173 -0.14 0.20 0.06 -0.0215
O 4.287757 2.033813 -2.906253 -0.10 0.07 -0.17 -0.1683
C 4.851181 3.247038 -2.413792 0.20 0.02 0.09 -0.6480
C 6.071388 3.522906 -3.286142 0.02 -0.04 0.03 -0.0320
C 3.867956 4.408884 -2.541962 -0.08 -0.16 -0.03 -0.0382
C 5.286721 3.059403 -0.961162 -0.13 -0.11 -0.05 -0.0278
H 1.658805 -0.123848 -6.966074 -0.01 -0.04 0.02 0.0878
H 0.714286 -0.457318 -5.501623 0.02 0.00 -0.05 0.0642
H 2.225728 -1.335794 -5.796987 -0.01 0.02 0.00 0.0875
H 3.827770 1.216147 -6.794762 -0.01 -0.03 0.01 0.0882
H 4.379213 -0.161551 -5.827662 -0.01 0.02 -0.01 0.0777
H 4.525707 1.482849 -5.183310 0.02 0.03 -0.02 0.0674
H 1.601473 2.316999 -6.296828 0.00 0.03 0.01 0.0873
H 2.362721 2.828074 -4.772019 -0.04 0.01 -0.03 0.0724
H 0.813217 1.976615 -4.735006 0.02 0.02 -0.04 0.0849
H 4.947026 -1.587387 0.358574 -0.02 -0.03 -0.03 0.0748
H 5.529553 -2.916208 -0.669303 -0.01 0.01 0.03 0.0871
H 3.785007 -2.612053 -0.505085 0.03 -0.01 0.01 0.0777
H 6.368711 0.013408 -0.884767 0.01 -0.03 -0.03 0.0785
H 6.140258 0.266580 -2.624215 0.03 -0.05 0.02 0.0757
H 6.952561 -1.203545 -2.039263 0.00 0.01 0.02 0.0888
H 3.561365 -2.402731 -3.053057 -0.05 -0.04 0.00 0.0824
H 5.288682 -2.810609 -3.099576 0.00 0.02 -0.02 0.0883
H 4.682851 -1.356870 -3.921618 0.01 -0.02 -0.01 0.0680
H 5.774425 3.620788 -4.332010 0.00 0.00 0.02 0.0834
H 6.789121 2.703716 -3.203778 -0.01 0.03 -0.01 0.0820
H 6.555524 4.449842 -2.971639 0.03 -0.02 -0.03 0.0868
H 3.645420 4.594623 -3.595694 -0.01 0.01 0.03 0.0818
H 4.300530 5.315219 -2.111655 0.00 -0.01 -0.03 0.0862
H 2.937105 4.170676 -2.028231 -0.01 0.02 0.02 0.0355
H 6.010243 2.244217 -0.898715 -0.02 0.06 0.03 0.0736
H 4.416908 2.801705 -0.352334 0.10 0.02 -0.05 0.0378
H 5.744743 3.972217 -0.574330 -0.01 0.00 0.02 0.0910


# 2
36
Properties=species:S:1:pos:R:3:forces:R:3:lowdin_charge:R:1 method="wB97M-V/def2-TZVPD" smiles=O.O.O.O.O.O.O.O.O.O.O.O total_charge=0 homo_energy_ev=-9.823 lumo_energy_ev=-0.283 total_energy_ha=-917.27969 gap_ev=9.540 molar_mass_g_mol=216.18 max_force_ev_per_a=1.05
O 16.705187 16.902315 30.969873 -0.38 0.24 0.06 -0.0418
H 16.729049 15.947835 31.037831 0.00 -0.10 0.08 -0.0155
H 17.332963 17.109392 30.277588 0.24 0.06 -0.16 0.0367
O 17.179874 13.300417 33.364655 -0.57 -0.50 0.21 -0.0585
H 17.299078 13.592644 32.460972 0.31 0.28 -0.07 -0.0214
H 18.042654 13.403786 33.766093 0.19 0.20 -0.04 0.0293
O 16.798657 10.918788 28.340839 0.20 0.05 0.29 -0.0210
H 16.237571 10.397951 28.915425 -0.32 -0.11 0.24 0.0664
H 16.570644 10.630484 27.457035 -0.01 0.14 -0.41 0.0689
O 17.172585 13.808036 29.945298 -0.48 0.09 0.24 -0.0161
H 16.904554 13.912112 29.032298 -0.01 0.14 -0.55 0.0571
H 17.538696 12.924688 29.988728 0.23 -0.37 0.02 0.0539
O 19.313546 10.405710 29.374964 0.37 -0.39 0.30 -0.0335
H 19.590822 9.583354 28.971140 0.29 -0.12 -0.03 0.0683
H 18.439926 10.565783 29.018030 -0.75 0.18 -0.45 -0.0063
O 18.818931 15.648051 26.599881 -0.03 0.29 -0.48 -0.0758
H 18.158361 14.965879 26.720358 -0.43 -0.18 -0.14 -0.0357
H 19.352535 15.608247 27.393554 0.41 0.11 0.30 -0.0365
O 14.231160 14.444913 30.276692 -0.18 0.15 0.19 -0.0271
H 15.071954 14.018368 30.442124 0.58 -0.16 0.07 0.0200
H 13.777995 14.417016 31.119361 -0.24 0.14 0.17 0.0712
O 20.231063 15.241387 28.903275 0.06 0.45 -0.07 -0.0431
H 20.925755 15.545031 29.487601 0.14 0.21 0.01 0.0586
H 20.020303 14.362172 29.217583 0.09 -0.65 0.13 -0.0066
O 16.551214 13.963456 26.454556 0.59 -0.25 -0.01 -0.0490
H 15.747816 13.948398 26.974696 -0.79 -0.17 0.17 -0.0156
H 16.255017 14.133321 25.560331 0.04 0.15 -0.22 0.0579
O 18.912825 14.976922 31.664636 0.29 0.30 0.88 -0.0550
H 19.785445 14.645662 31.452416 0.02 -0.10 -0.07 0.0149
H 18.377479 14.746605 30.905298 0.01 -0.09 -0.53 -0.0367
O 20.221497 12.726823 30.165677 0.20 0.96 0.35 -0.0438
H 20.834884 12.554662 30.880061 0.16 0.00 0.18 0.0641
H 19.951144 11.858528 29.867011 -0.11 -0.88 -0.43 -0.0196
O 14.147287 13.570804 27.809601 0.16 -0.32 -0.83 -0.0506
H 14.042575 14.077658 28.614814 -0.19 0.35 0.77 -0.0122
H 13.304089 13.133896 27.689692 -0.09 -0.12 -0.17 0.0542